No. 1
A 3-piece molecular cluster, C38H51ClF4NO10S overall at a distorted geometry, computed with ωB97M-V/def2-TZVPD.

## Properties
ΔE to the lowest compared entry with this formula, charge and spin = 1530.8 kJ/mol
E_HOMO = -11.83 eV
Frontier orbital gap = 7.72 eV
Total charge = +1

CARTESIAN COORDINATES (ANGSTROEM)
Cl: -1.351 2.898 0.626
S: 1.458 1.805 1.140
F: 3.251 3.911 0.952
F: 0.617 2.773 -3.878
F: 1.297 4.287 2.035
F: 1.336 4.248 -0.231
O: 5.734 -1.812 1.604
O: 4.383 -3.686 1.367
O: -1.408 0.783 4.359
O: -2.807 2.309 3.399
O: 7.471 2.106 -3.036
O: -3.634 -1.666 5.186
O: 2.854 1.270 1.509
O: 0.717 1.493 2.413
O: -0.106 4.635 -2.786
O: -3.940 -2.559 0.833
N: 0.409 -0.534 -0.360
C: -1.305 -0.930 1.749
C: -7.003 0.888 -1.788
C: 3.860 -3.420 0.037
C: -4.975 -1.787 5.660
C: -1.727 0.523 -0.521
C: 1.373 0.152 -5.524
C: -4.963 -1.970 7.169
C: 7.352 1.135 -0.837
C: -0.995 -0.626 -3.813
C: -1.941 -1.924 -0.420
C: -5.765 -0.551 5.258
C: -2.557 -0.184 2.415
C: 1.865 3.614 0.900
C: 0.371 -0.735 -3.088
C: -4.780 -0.663 -2.339
C: 1.317 -2.817 0.773
C: 1.412 -1.259 0.552
C: -1.226 -0.123 -5.276
C: -4.608 -0.954 -0.830
C: -0.200 3.399 -2.854
C: 2.035 1.407 -1.323
C: -5.664 -0.322 0.165
C: -1.133 2.438 -2.018
C: -0.032 0.302 -6.162
C: 8.822 3.114 -1.318
C: -6.852 0.563 -0.269
C: 3.308 0.810 -1.456
C: 0.756 0.965 -0.422
C: -5.966 0.270 -2.760
C: 8.237 1.822 -1.865
C: 2.306 -3.741 -0.152
C: -2.223 1.015 3.412
C: -3.500 -1.845 -0.133
C: 0.724 -1.274 -1.661
C: 1.562 -0.342 -4.067
C: 4.659 -2.364 1.919
C: -0.629 1.755 -0.680
C: -1.017 -0.734 0.193
H: -1.845 -2.048 -1.564
H: -2.289 -0.047 -5.722
H: 2.669 -0.440 -3.755
H: -7.879 1.555 -2.084
H: 0.308 -2.358 -1.675
H: 7.915 0.889 0.067
H: 6.507 1.775 -0.559
H: -2.625 1.045 -0.065
H: -6.067 0.508 -3.871
H: -1.519 -2.064 1.889
H: 1.860 -1.505 -1.714
H: 3.877 -1.923 2.629
H: -6.803 -0.621 5.593
H: -3.378 0.167 1.707
H: -5.409 -2.671 5.185
H: 9.046 1.149 -2.162
H: 8.029 3.822 -1.057
H: -3.086 -0.977 3.098
H: 4.434 -4.127 -0.681
H: 4.122 -2.355 -0.318
H: 6.753 2.702 -2.784
H: 1.957 -3.775 -1.252
H: 2.135 -4.818 0.244
H: -1.636 -2.979 -0.045
H: -4.058 -1.125 -3.092
H: -5.577 -0.556 1.293
H: -5.320 0.353 5.686
H: -0.465 -0.740 2.495
H: 9.446 3.602 -2.072
H: 6.930 0.214 -1.249
H: -5.756 -0.425 4.171
H: 2.285 0.424 -6.176
H: -4.382 -2.854 7.444
H: -4.490 -1.115 7.663
H: 9.429 2.927 -0.429
H: 3.572 -0.290 -1.594
H: -1.653 1.743 -2.787
H: 1.427 -0.827 1.628
H: -1.943 -0.931 -3.273
H: -3.346 2.389 2.574
H: -5.977 -2.082 7.561
H: -0.096 0.704 -7.234
H: 1.704 -3.059 1.843
H: 2.513 -1.044 0.257
H: -2.023 3.123 -1.713
H: -2.166 0.107 -1.486
H: 0.305 -3.326 0.724
H: 2.005 2.432 -1.860
H: 4.226 1.505 -1.334
H: -7.607 0.965 0.497
H: -3.240 -0.884 5.601



No. 2
C38H51N6O7Rb as an isolated structure at a distorted geometry, computed with ωB97M-V/def2-TZVPD.

## Properties
ΔE to the lowest compared entry with this formula, charge and spin = 59.8 kJ/mol
E_HOMO = -2.13 eV
Frontier orbital gap = 5.79 eV
Total charge = -2

CARTESIAN COORDINATES (ANGSTROEM)
Rb: 0.412 0.861 -0.759
O: 3.329 -2.553 0.716
O: 0.160 -0.656 -4.058
O: 1.580 -1.156 0.533
O: -2.261 -4.347 -0.522
O: -1.008 -3.868 -4.916
O: -1.303 -6.393 -0.885
O: -1.177 -1.853 -5.773
N: -3.445 -0.836 2.432
N: -2.828 1.760 2.545
N: 2.243 3.302 -1.951
N: -0.609 -0.183 2.550
N: 5.147 1.947 1.669
N: 7.574 2.374 1.667
C: 1.170 -3.504 0.589
C: 4.448 0.852 0.965
C: -4.104 1.399 3.088
C: -3.346 -0.515 -1.602
C: -2.978 0.806 -1.120
C: 2.146 -2.271 0.648
C: 2.554 5.649 0.655
C: -0.780 -2.669 -4.960
C: 1.919 3.064 -3.315
C: 1.643 -2.592 -4.093
C: 6.451 2.134 1.615
C: -4.511 -2.857 -2.448
C: -2.203 -5.437 -1.476
C: -1.755 1.769 3.545
C: -3.983 -1.300 -0.689
C: 0.198 -2.072 -3.887
C: 2.451 5.995 2.007
C: 3.605 2.949 -1.602
C: -0.943 -4.397 0.031
C: 1.762 -4.700 0.377
C: -0.318 -5.613 -0.333
C: 4.343 2.830 2.534
C: -1.132 -1.230 3.433
C: -4.064 -0.072 3.477
C: 0.544 4.517 2.047
C: -2.541 1.869 -0.778
C: -2.437 -1.826 2.883
C: -0.273 -2.407 -2.512
C: -0.172 -3.314 0.391
C: 1.698 4.831 -0.052
C: 1.036 -5.805 -0.100
C: -4.553 -2.538 -1.079
C: 1.346 5.506 2.687
C: 0.639 4.201 0.697
C: -3.905 -2.005 -3.400
C: -0.452 1.184 3.068
C: 1.788 4.545 -1.513
C: -3.292 -0.840 -2.947
H: 1.630 -3.711 -4.056
H: -4.819 1.453 2.333
H: -4.467 1.984 3.929
H: 3.965 1.931 -1.745
H: -5.134 -3.169 -0.357
H: 5.128 0.144 0.426
H: -2.758 2.662 2.115
H: 3.788 1.334 0.300
H: -0.206 4.049 2.678
H: 2.834 -4.704 0.476
H: -4.956 -3.820 -2.794
H: 3.972 2.234 3.379
H: -2.809 -0.243 -3.623
H: 3.941 0.285 1.726
H: 2.073 2.023 -3.467
H: 0.210 -0.533 2.078
H: -0.196 1.731 2.137
H: -1.237 -0.815 4.437
H: 3.181 6.671 2.501
H: 3.580 3.199 1.936
H: 0.809 4.554 -1.986
H: -5.056 -0.407 3.650
H: -1.587 2.788 3.918
H: -0.832 -2.438 0.575
H: -4.074 -0.939 0.357
H: 1.273 5.425 3.772
H: -3.861 -2.365 -4.458
H: 2.321 -2.193 -3.360
H: 0.428 -2.021 -1.792
H: -2.259 -2.531 2.076
H: -1.331 -2.267 -2.221
H: 5.047 3.634 2.791
H: 3.499 5.968 0.130
H: -2.101 2.800 -0.490
H: -2.190 1.188 4.365
H: 1.454 -6.755 -0.322
H: 3.810 3.248 -0.635
H: -1.912 -5.048 -2.387
H: 2.397 5.393 -1.940
H: -2.927 -2.382 3.726
H: 4.304 3.477 -2.241
H: 2.543 3.696 -4.029
H: 1.993 -2.330 -5.121
H: -2.892 -0.167 1.935
H: -0.365 -2.013 3.438
H: -3.570 -0.167 4.410
H: -0.449 -0.605 -4.882
H: 0.388 1.256 3.796
H: -0.185 -3.518 -2.391
H: -3.110 -5.963 -1.719
H: 0.904 3.440 -3.454



No. 3
C38H52As2BrNO8PtSi3 as an isolated structure, computed with ωB97M-V/def2-TZVPD.

## Properties
Multiplicity = 3
ΔE to the lowest compared entry with this formula, charge and spin = 25.8 kJ/mol
E_HOMO (spin up / spin down) = -6.71 / -7.42 eV
<S²> = 2.005
Frontier orbital gap (spin up / spin down) = 6.92 / 6.70 eV

CARTESIAN COORDINATES (ANGSTROEM)
Pt: -0.130 -1.111 -0.108
Br: -0.529 -1.959 2.927
As: -1.267 1.312 0.467
As: 1.548 2.151 2.421
Si: 1.237 -0.825 -3.309
Si: 0.008 -3.398 -2.097
Si: -1.814 -0.940 -2.929
O: -0.940 2.160 5.433
O: 3.021 4.256 0.816
O: -3.095 -0.109 2.533
O: 0.823 0.837 4.974
O: -3.185 1.700 3.853
O: 1.282 5.303 -0.143
O: -1.611 4.595 -0.769
O: -0.114 3.546 -2.081
N: -1.658 -2.914 -0.023
C: -2.329 -4.911 -1.124
C: 2.592 -0.144 0.073
C: -0.703 3.822 -0.917
C: -0.582 4.293 -3.210
C: -0.189 2.934 0.180
C: 3.954 -0.009 0.411
C: 4.432 -0.592 1.542
C: 2.878 -1.693 -3.027
C: -2.616 0.927 2.942
C: -3.589 -4.086 0.724
C: -0.159 -1.561 -2.300
C: -1.709 0.895 -3.348
C: -3.312 -1.064 -1.796
C: -3.033 2.038 0.056
C: -1.469 -3.825 -0.995
C: -3.399 -5.046 -0.256
C: 1.843 3.684 3.622
C: 2.167 -1.384 2.083
C: -0.216 1.620 4.643
C: 4.058 -1.845 3.606
C: 1.501 1.021 -3.033
C: 1.692 -0.848 0.837
C: -0.117 -4.437 -3.654
C: 1.849 -2.490 4.254
C: 2.184 6.332 -0.571
C: -2.694 -3.034 0.806
C: 3.552 -1.286 2.406
C: -2.411 -1.844 -4.473
C: 0.972 -1.025 -5.166
C: 1.501 -4.038 -1.161
C: -0.247 1.740 3.148
C: 3.234 -2.448 4.506
C: -1.316 1.444 2.420
C: 1.055 0.655 6.373
C: -4.402 1.192 4.416
C: 1.850 4.297 0.527
C: 1.355 -1.971 3.094
C: 0.899 3.205 0.893
H: -3.176 -1.253 -4.982
H: -3.654 -2.093 -1.686
H: -2.873 -2.792 -4.192
H: -4.245 0.192 4.815
H: -0.749 5.333 -2.938
H: 5.478 -0.517 1.813
H: -4.662 1.889 5.206
H: -4.114 -0.502 -2.284
H: -4.082 -5.881 -0.346
H: 1.836 -0.605 -5.687
H: 4.612 0.555 -0.239
H: 2.864 -2.706 -3.431
H: 1.813 -3.367 -0.360
H: 1.174 1.586 -3.908
H: 1.037 4.413 3.553
H: -1.290 1.475 -2.523
H: 3.165 -1.750 -1.979
H: -3.079 2.277 -1.005
H: -5.182 1.159 3.656
H: -2.831 -2.241 1.527
H: -1.088 1.094 -4.220
H: 2.695 6.766 0.286
H: -2.712 1.272 -3.559
H: 0.950 1.406 -2.177
H: 0.047 -5.493 -3.428
H: -3.169 -0.652 -0.797
H: -1.618 -2.055 -5.185
H: 0.086 -0.512 -5.535
H: -3.772 1.272 0.283
H: -2.161 -5.634 -1.910
H: 0.909 1.589 6.913
H: 1.173 -2.916 4.982
H: -3.201 2.940 0.641
H: 2.253 0.336 -0.831
H: 2.352 -4.202 -1.818
H: 1.239 -5.000 -0.713
H: 0.652 -4.139 -4.368
H: -1.510 3.854 -3.576
H: -1.081 -4.334 -4.148
H: 2.922 5.923 -1.259
H: -4.422 -4.135 1.411
H: 3.626 -2.872 5.420
H: 5.121 -1.772 3.797
H: 1.562 7.074 -1.065
H: 2.081 0.308 6.458
H: 0.196 4.204 -3.962
H: 2.559 1.244 -2.876
H: 2.791 4.142 3.348
H: 3.654 -1.143 -3.565
H: 0.894 -2.073 -5.455
H: 1.910 3.312 4.643
H: 0.371 -0.100 6.759



No. 4
C38H52ClN2P2SbSi3V as an isolated structure at a distorted geometry, computed with ωB97M-V/def2-TZVPD.

## Properties
Multiplicity = 4
E_HOMO (spin up / spin down) = -13.14 / -13.22 eV
<S²> = 3.778
Frontier orbital gap (spin up / spin down) = 7.87 / 7.82 eV
Total charge = +2

CARTESIAN COORDINATES (ANGSTROEM)
Sb: 0.954 -1.623 0.716
V: 0.617 0.474 -0.836
Cl: 6.016 -0.301 -2.116
P: -1.853 0.284 -1.434
P: -0.680 1.930 0.607
Si: 1.274 -2.922 -1.504
Si: 2.946 -0.976 2.255
Si: -0.024 -3.508 2.184
N: 2.495 1.185 -1.195
N: -2.099 1.493 -0.224
C: 2.074 -0.149 3.656
C: -0.386 -3.663 -1.828
C: -5.751 -2.078 -1.038
C: 3.897 -2.467 2.780
C: -2.729 1.475 -5.272
C: 0.871 4.206 0.655
C: 2.607 -4.194 -1.452
C: -5.778 -0.698 -1.217
C: -3.351 -2.048 -1.124
C: -1.728 0.576 2.775
C: 3.593 2.819 -2.557
C: -1.684 -3.999 1.541
C: 4.099 0.278 1.535
C: -1.963 1.178 -3.008
C: 2.527 2.395 -1.787
C: -0.394 3.695 0.359
C: -4.595 0.008 -1.356
C: -1.158 2.310 -3.151
C: -2.177 0.451 4.079
C: 1.531 -1.760 -2.951
C: -1.930 2.602 -5.403
C: 0.147 6.398 -0.005
C: 3.579 0.402 -1.309
C: -4.541 -2.753 -0.994
C: -1.155 1.776 2.343
C: -1.111 5.893 -0.309
C: -3.373 -0.669 -1.300
C: -2.035 1.512 4.968
C: -1.460 2.701 4.545
C: 4.688 0.777 -2.035
C: 4.697 1.997 -2.691
C: 1.184 -4.890 2.050
C: -1.139 3.023 -4.340
C: -2.748 0.763 -4.078
C: -1.028 2.840 3.232
C: -1.385 4.544 -0.126
C: 1.141 5.556 0.481
C: -0.167 -2.897 3.914
H: 3.568 1.124 1.098
H: 4.842 -2.136 3.222
H: 2.118 5.952 0.726
H: -3.348 1.150 -6.098
H: -1.930 3.157 -6.332
H: -0.874 -4.053 -0.940
H: 4.694 0.654 2.375
H: -2.385 1.413 5.988
H: -2.235 -4.483 2.354
H: 3.362 -3.038 3.541
H: 1.214 -2.316 -3.840
H: 1.724 0.843 3.360
H: -1.604 -4.721 0.728
H: -2.984 1.503 0.274
H: 5.556 2.296 -3.278
H: 2.259 -5.093 -0.941
H: 0.353 7.451 -0.147
H: 3.515 -3.845 -0.955
H: -0.596 3.778 2.908
H: 1.680 3.050 -1.611
H: -2.645 -0.468 4.407
H: -4.627 1.079 -1.523
H: -0.260 -4.491 -2.535
H: 2.792 -0.024 4.474
H: -1.883 6.553 -0.683
H: -1.042 -2.926 -2.297
H: -1.361 3.531 5.231
H: -0.580 2.692 -2.308
H: -0.826 -3.588 4.450
H: -4.521 -3.827 -0.861
H: 3.552 -0.547 -0.793
H: 2.868 -4.478 -2.477
H: -1.844 -0.254 2.085
H: 2.561 -1.452 -3.111
H: 2.171 -4.606 2.411
H: 3.563 3.793 -3.025
H: -2.364 4.152 -0.371
H: 1.281 -5.244 1.024
H: -6.680 -2.625 -0.939
H: 0.797 -2.894 4.424
H: 4.796 -0.129 0.801
H: 0.829 -5.728 2.661
H: 0.893 -0.862 -2.951
H: 4.130 -3.131 1.945
H: -6.724 -0.175 -1.259
H: -0.601 -1.900 3.982
H: -2.275 -3.145 1.205
H: 1.648 3.553 1.045
H: -3.372 -0.119 -3.992
H: 1.221 -0.702 4.037
H: -2.408 -2.577 -1.089
H: -0.526 3.909 -4.436



no.,energy (a.u.)
1,-3542.61502
2,-2357.75886
3,-10169.27397
4,-4784.00437